## one
This record from the OMol25 dataset describes the ion C2H3BrO2P with charge -1. The level of theory is ωB97M-V with the def2-TZVPD basis set.

Structure (XYZ):
```
9
C2H3BrO2P (ωB97M-V with the def2-TZVPD basis set)
C 1.40 -0.09 0.50
C 0.47 -0.64 -0.20
O -1.36 0.85 1.34
O -2.14 -0.86 -0.56
P -1.14 0.16 -0.05
Br -1.02 1.77 -1.71
H 2.39 -0.47 0.47
H 0.95 0.57 1.27
H 0.43 -1.30 -1.05
```

Summary:
total charge = -1
SMILES = C=C[P@](=O)([O-])Br
LUMO = 3.6 eV
gap between HOMO and LUMO = 0.325 hartree
multiplicity = 1

## two
This record from the OMol25 dataset describes the ion C2H3BrO2P with charge -1. The level of theory is ωB97M-V with the def2-TZVPD basis set.

Structure (XYZ):
```
9
C2H3BrO2P (ωB97M-V with the def2-TZVPD basis set)
C -0.84 0.59 0.76
C -0.35 -0.51 0.16
O -0.85 1.95 0.47
O 1.77 -1.96 -0.37
P 0.68 -1.39 -1.25
Br 1.60 0.45 -2.00
H -1.29 0.44 1.69
H -0.15 1.86 -0.21
H -0.56 -1.42 0.76
```

Summary:
total charge = -1
SMILES = [O-]P(Br)/C=C\O
LUMO = 3.6 eV
gap between HOMO and LUMO = 0.266 hartree
multiplicity = 1

Which of them is most stable, and which least? Most stable: one; least stable: two.

## one
This record from the OMol25 dataset describes a structure of composition C2HFN2O2. The level of theory is ωB97M-V with the def2-TZVPD basis set.

Structure (XYZ):
```
8
C2HFN2O2 (ωB97M-V with the def2-TZVPD basis set)
C -1.15 -0.08 0.00
C -0.23 0.88 -0.02
N -0.70 -1.34 0.01
N 1.24 -0.23 0.00
O 2.42 -0.03 -0.03
O 0.62 -1.40 0.02
F 0.02 2.15 0.02
H -2.22 0.04 0.00
```

Summary:
LUMO (alpha / beta) = -0.2 / -0.2 eV
gap between HOMO and LUMO (alpha / beta) = 0.311 / 0.312 hartree
multiplicity = 1

## two
This record from the OMol25 dataset describes a cluster of 2 separate species, C2HFN2O2 in total. The level of theory is ωB97M-V with the def2-TZVPD basis set.

Structure (XYZ):
```
8
C2HFN2O2 (ωB97M-V with the def2-TZVPD basis set)
C -0.22 0.28 -0.52
C -0.05 -0.63 0.66
H 0.76 -0.76 -1.83
N -0.36 1.47 -0.03
N 0.07 0.15 1.69
O -0.33 -0.01 -1.78
O -0.27 1.39 1.38
F 0.41 -1.88 0.43
```

Summary:
LUMO = -0.9 eV
gap between HOMO and LUMO = 0.370 hartree
multiplicity = 1

## three
This record from the OMol25 dataset describes a cluster of 2 separate species, C2HFN2O2 in total. The level of theory is ωB97M-V with the def2-TZVPD basis set.

Structure (XYZ):
```
8
C2HFN2O2 (ωB97M-V with the def2-TZVPD basis set)
C 0.20 1.43 0.15
C -0.17 0.13 0.50
N 0.52 2.53 0.01
N -0.71 -0.90 -0.27
O -0.97 -1.93 0.24
O -0.82 -0.58 -1.49
F 0.08 -0.06 1.82
H 1.87 -0.63 -0.95
```

Summary:
LUMO (alpha / beta) = -3.4 / -1.1 eV
gap between HOMO and LUMO (alpha / beta) = 0.302 / 0.363 hartree
multiplicity = 1

Which of them is most stable, and which least? Most stable: two; least stable: three.

## one
This record from the OMol25 dataset describes a structure of composition C2H4INS. The level of theory is ωB97M-V with the def2-TZVPD basis set.

Structure (XYZ):
```
9
C2H4INS (ωB97M-V with the def2-TZVPD basis set)
C 0.25 0.34 0.22
C 1.58 -0.24 0.03
N -0.49 1.23 0.35
S -2.21 -1.73 -0.68
I -3.49 0.14 0.08
H 1.85 0.01 -1.00
H 1.58 -1.26 0.33
H 2.39 0.36 0.54
H -1.45 1.15 0.12
```

Summary:
LUMO = -1.2 eV
gap between HOMO and LUMO = 0.229 hartree
multiplicity = 1

## two
This record from the OMol25 dataset describes a cluster of 2 separate species, C2H4INS in total. The level of theory is ωB97M-V with the def2-TZVPD basis set.

Structure (XYZ):
```
9
C2H4INS (ωB97M-V with the def2-TZVPD basis set)
C -1.58 0.08 -0.30
C 1.09 -0.10 0.59
N 0.42 0.72 -0.41
S -2.01 -0.49 1.06
I -2.13 0.33 -2.25
H 0.75 0.34 1.53
H 0.98 -1.21 0.55
H 2.19 0.04 0.55
H 0.28 0.29 -1.33
```

Summary:
LUMO (alpha / beta) = -0.6 / -0.6 eV
gap between HOMO and LUMO (alpha / beta) = 0.289 / 0.290 hartree
multiplicity = 1

Which of them is most stable, and which least? Most stable: one; least stable: two.

## one
This record from the OMol25 dataset describes a cluster of 2 separate species, C2H6O2S in total. The level of theory is ωB97M-V with the def2-TZVPD basis set.

Structure (XYZ):
```
11
C2H6O2S (ωB97M-V with the def2-TZVPD basis set)
C -1.10 -1.27 0.37
S -1.68 0.22 1.12
H -1.32 -1.11 -0.65
H 0.00 -1.39 0.40
H -1.39 -2.31 0.74
H -2.90 0.25 0.59
O 2.29 -0.64 -0.46
C 1.76 0.45 -0.59
O 1.02 1.07 -1.62
H 1.80 1.26 0.21
H 0.16 1.34 -1.24
```

Summary:
SMILES = O=CO.CS
LUMO = 0.6 eV
gap between HOMO and LUMO = 0.371 hartree
multiplicity = 1

## two
This record from the OMol25 dataset describes a cluster of 2 separate species, C2H6O2S in total. The level of theory is ωB97M-V with the def2-TZVPD basis set.

Structure (XYZ):
```
11
C2H6O2S (ωB97M-V with the def2-TZVPD basis set)
C 0.78 0.05 2.58
S 2.18 -0.39 3.60
H 0.74 1.13 2.58
H -0.18 -0.30 2.95
H 0.90 -0.28 1.56
H 2.18 -1.71 3.38
O -1.73 -0.10 -4.53
C -1.60 -0.03 -3.35
O -0.74 0.82 -2.75
H -2.08 -0.61 -2.56
H -0.46 1.42 -3.47
```

Summary:
SMILES = O=CO.CS
LUMO = 0.6 eV
gap between HOMO and LUMO = 0.358 hartree
multiplicity = 1

Which of them is most stable, and which least? Most stable: two; least stable: one.

## one
This record from the OMol25 dataset describes a cluster of 2 separate species, CH3FOS in total. The level of theory is ωB97M-V with the def2-TZVPD basis set.

Structure (XYZ):
```
7
CH3FOS (ωB97M-V with the def2-TZVPD basis set)
C -1.23 1.13 0.42
O -0.94 1.10 1.58
F 2.54 -0.92 -1.00
S 0.92 -1.36 -0.79
H -1.79 1.98 -0.02
H -0.87 0.32 -0.33
H 1.38 -2.24 0.14
```

Summary:
SMILES = C=O.FS
LUMO = -0.6 eV
gap between HOMO and LUMO = 0.340 hartree
multiplicity = 1

## two
This record from the OMol25 dataset describes a cluster of 2 separate species, CH3FOS in total. The level of theory is ωB97M-V with the def2-TZVPD basis set.

Structure (XYZ):
```
7
CH3FOS (ωB97M-V with the def2-TZVPD basis set)
C -0.11 0.59 0.30
O 0.22 0.06 -0.91
F -2.47 -0.73 -0.69
S -2.69 0.60 0.39
H -0.34 0.07 1.14
H 0.25 1.54 0.38
H -0.39 -0.75 -0.97
```

Summary:
LUMO (alpha / beta) = -0.7 / -0.7 eV
gap between HOMO and LUMO (alpha / beta) = 0.297 / 0.297 hartree
multiplicity = 1

Which of them is most stable, and which least? Most stable: one; least stable: two.

## one
This record from the OMol25 dataset describes a cluster of 2 separate species, CH3FOS in total. The level of theory is ωB97M-V with the def2-TZVPD basis set.

Structure (XYZ):
```
7
CH3FOS (ωB97M-V with the def2-TZVPD basis set)
C 0.33 -0.07 -0.44
O -0.07 -1.54 1.51
F -1.37 2.02 0.43
S -0.07 -0.07 1.27
H 0.49 0.83 -0.90
H -0.49 -0.53 -1.13
H 1.17 -0.64 -0.74
```

Summary:
LUMO (alpha / beta) = -3.5 / -2.6 eV
gap between HOMO and LUMO (alpha / beta) = 0.235 / 0.338 hartree
multiplicity = 1

## two
This record from the OMol25 dataset describes a cluster of 2 separate species, CH3FOS in total. The level of theory is ωB97M-V with the def2-TZVPD basis set.

Structure (XYZ):
```
7
CH3FOS (ωB97M-V with the def2-TZVPD basis set)
C 0.38 -0.53 -1.26
O 0.31 0.63 1.05
F -0.02 2.40 3.29
S 1.19 0.26 -0.06
H 0.96 -0.59 -2.09
H -0.03 1.59 2.67
H -0.62 -1.15 -1.23
```

Summary:
LUMO = -1.0 eV
gap between HOMO and LUMO = 0.349 hartree
multiplicity = 1

Which of them is most stable, and which least? Most stable: two; least stable: one.

## one
This record from the OMol25 dataset describes a cluster of 2 separate species, CH3FOS in total. The level of theory is ωB97M-V with the def2-TZVPD basis set.

Structure (XYZ):
```
7
CH3FOS (ωB97M-V with the def2-TZVPD basis set)
C -0.18 -0.24 -0.21
O -1.50 -0.25 -0.86
F -3.86 0.42 1.50
S -2.49 0.90 -0.60
H 0.44 -1.15 -0.43
H -0.35 -0.05 0.85
H 0.31 0.64 -0.68
```

Summary:
LUMO (alpha / beta) = -3.0 / -3.0 eV
gap between HOMO and LUMO (alpha / beta) = 0.273 / 0.274 hartree
multiplicity = 1

## two
This record from the OMol25 dataset describes a cluster of 2 separate species, CH3FOS in total. The level of theory is ωB97M-V with the def2-TZVPD basis set.

Structure (XYZ):
```
7
CH3FOS (ωB97M-V with the def2-TZVPD basis set)
C 0.62 -1.54 -0.25
O 0.91 0.77 -1.53
F 0.07 -2.71 -0.65
S 0.55 2.13 -1.06
H 1.46 -1.77 0.36
H -0.11 -0.72 -0.03
H -0.84 2.15 -1.32
```

Summary:
LUMO (alpha / beta) = -1.4 / 0.5 eV
gap between HOMO and LUMO (alpha / beta) = 0.258 / 0.369 hartree
multiplicity = 1

Which of them is most stable, and which least? Most stable: two; least stable: one.

## one
This record from the OMol25 dataset describes an isolated molecule of C4H4N4S. The level of theory is ωB97M-V with the def2-TZVPD basis set.

Structure (XYZ):
```
13
C4H4N4S (ωB97M-V with the def2-TZVPD basis set)
C 3.80 -1.03 0.12
C 3.16 0.11 0.25
C -0.40 0.20 -0.40
C -2.75 -0.07 0.28
N 4.26 -2.08 0.04
N 2.41 1.01 -0.10
N 1.60 1.83 -0.36
N -1.51 -0.43 -0.45
S -0.08 1.67 0.22
H -3.40 -0.88 0.12
H -2.58 0.10 1.31
H -3.17 0.96 -0.16
H -1.35 -1.39 -0.86
```

Summary:
LUMO = -0.6 eV
gap between HOMO and LUMO = 0.293 hartree
multiplicity = 1

## two
This record from the OMol25 dataset describes an isolated molecule of C4H4N4S. The level of theory is ωB97M-V with the def2-TZVPD basis set.

Structure (XYZ):
```
13
C4H4N4S (ωB97M-V with the def2-TZVPD basis set)
C -1.78 0.93 0.52
C 2.17 0.19 -0.59
C 1.07 0.67 0.07
C -1.09 -0.28 0.74
N -2.33 1.91 0.35
N 1.87 -1.02 -1.03
N 0.71 -1.34 -0.68
N 0.17 -0.23 0.05
S -2.08 -1.66 -0.08
H 3.08 0.80 -0.74
H 1.22 1.56 0.67
H -0.89 -0.44 1.98
H -2.13 -1.10 -1.27
```

Summary:
SMILES = N#C[C@@H](S)n1ccnn1
LUMO = 0.2 eV
gap between HOMO and LUMO = 0.370 hartree
multiplicity = 1

Which of them is most stable, and which least? Most stable: two; least stable: one.